*one*
A 2-piece molecular cluster, C2H3Cl overall, computed with the ωB97M-V functional and the def2-TZVPD basis.

The LUMO energy is 0.767 eV.

```
6
C2H3Cl | OMol25 | the ωB97M-V functional and the def2-TZVPD basis
C 0.024 0.034 -0.610
C -0.184 -0.185 0.641
Cl -0.536 1.213 1.659
H 0.554 -0.946 -1.654
H -0.051 0.950 -1.281
H 0.192 -1.066 1.244
```

These are the Löwdin partial charges, in e, on atoms 1 to 4: C -0.17; C -0.68; Cl 0.53; H 0.18



*two*
One molecule with the formula C2H3Cl, computed with the ωB97M-V functional and the def2-TZVPD basis.

The LUMO energy is 1.130 eV. As for the SMILES: C=CCl.

```
6
C2H3Cl | OMol25 | the ωB97M-V functional and the def2-TZVPD basis
C -0.512 0.396 -0.041
C 0.556 -0.396 -0.072
H -0.273 1.526 -0.005
H 0.768 -1.484 0.049
H 1.585 0.158 0.096
Cl -2.124 -0.200 -0.027
```

These are the Löwdin partial charges, in e, on atoms 1 to 4: C -0.71; C -0.12; H 0.10; H 0.06



Pick *two*: it beats the second-best structure by 1.571 eV.



*one*
A 2-piece molecular cluster, H2N2O3S overall, computed with the ωB97M-V functional and the def2-TZVPD basis.

The LUMO energy (spin up / spin down) is -0.191 / -2.300 eV. Its spin multiplicity is 3. The expectation value of S² is 2.01.

```
8
H2N2O3S | OMol25 | the ωB97M-V functional and the def2-TZVPD basis
N -0.638 -0.611 0.311
N 1.324 2.320 1.580
O 0.313 2.977 1.598
O 2.498 2.623 1.608
O -0.396 -0.151 2.738
S 0.470 -0.288 1.580
H -0.352 -0.900 -0.578
H -1.545 -0.089 0.278
```

These are the Löwdin partial charges, in e, on atoms 1 to 4: N -0.26; N -0.25; O 0.09; O 0.09



*two*
One molecule with the formula H2N2O3S, computed with the ωB97M-V functional and the def2-TZVPD basis.

The LUMO energy (spin up / spin down) is -0.309 / -3.926 eV. Its spin multiplicity is 3. The expectation value of S² is 2.01.

```
8
H2N2O3S | OMol25 | the ωB97M-V functional and the def2-TZVPD basis
N 1.402 1.706 0.209
N 0.176 -0.066 0.440
O 0.537 4.028 -0.216
O 0.634 2.436 -2.181
O 1.248 0.406 -0.191
S 0.872 2.772 -0.837
H 0.391 -0.014 1.462
H -0.631 0.591 0.233
```

These are the Löwdin partial charges, in e, on atoms 1 to 4: N -0.11; N 0.03; O -0.31; O -0.31



Pick *one*: it beats the second-best structure by 3.929 eV.



*one*
A 4-piece molecular cluster, CH10N2O3 overall, computed with the ωB97M-V functional and the def2-TZVPD basis.

The LUMO energy is 0.437 eV. As for the SMILES: [H]/N=C/N.O.O.O.

```
16
CH10N2O3 | OMol25 | the ωB97M-V functional and the def2-TZVPD basis
N -0.865 0.050 0.273
C -2.104 0.552 0.460
N -2.839 0.855 -0.535
H -0.295 -0.310 1.023
H -0.519 -0.025 -0.675
H -2.413 0.594 1.505
H -3.708 1.296 -0.272
H 4.021 -0.179 -0.036
H 4.053 0.905 1.091
O 3.599 0.123 0.772
H -2.040 0.470 -2.384
H -1.380 0.543 -3.760
O -1.328 0.057 -2.930
H 2.198 -2.370 1.976
H 2.021 -0.956 1.455
O 1.599 -1.606 2.037
```

These are the Löwdin partial charges, in e, on atoms 1 to 4: N 0.10; C -0.37; N 0.04; H 0.07



*two*
A 4-piece molecular cluster, CH10N2O3 overall, computed with the ωB97M-V functional and the def2-TZVPD basis.

The LUMO energy is 0.866 eV. As for the SMILES: [H]/N=C/N.O.O.O.

```
16
CH10N2O3 | OMol25 | the ωB97M-V functional and the def2-TZVPD basis
N 0.651 0.195 -1.125
C -0.344 1.138 -1.189
N -0.123 2.303 -0.708
H 0.461 -0.789 -0.957
H 1.565 0.513 -1.355
H -1.230 0.809 -1.735
H -0.933 2.903 -0.775
H 0.203 -0.610 1.947
H -0.858 -1.465 2.612
O -0.263 -1.448 1.828
H 0.262 1.637 1.067
H 1.260 1.705 2.190
O 0.483 1.208 1.933
H 0.101 -3.387 -1.439
H -0.763 -2.597 -0.482
O -0.440 -2.578 -1.402
```

These are the Löwdin partial charges, in e, on atoms 1 to 4: N 0.08; C -0.35; N 0.05; H 0.05



Pick *one*: it beats the second-best structure by 0.188 eV.



*one*
A 2-piece molecular cluster, H2IO2PS overall, computed with the ωB97M-V functional and the def2-TZVPD basis.

The LUMO energy is -0.954 eV. As for the SMILES: O=PO.SI.

```
7
H2IO2PS | OMol25 | the ωB97M-V functional and the def2-TZVPD basis
O 3.541 -1.141 -1.318
O 1.747 -0.433 0.281
P 2.846 0.062 -0.839
S -2.542 0.730 0.665
I -3.474 -0.908 -0.805
H -3.724 1.289 1.147
H 1.606 0.400 0.869
```

These are the Löwdin partial charges, in e, on atoms 1 to 4: O -0.46; O -0.36; P 0.76; S -0.08



*two*
A 2-piece molecular cluster, H2IO2PS overall, computed with the ωB97M-V functional and the def2-TZVPD basis.

The LUMO energy (spin up / spin down) is -2.162 / -3.915 eV.

```
7
H2IO2PS | OMol25 | the ωB97M-V functional and the def2-TZVPD basis
O -1.642 1.255 -0.435
O 0.416 -0.157 -0.609
P -0.944 -0.053 0.182
S -0.102 0.675 2.079
I 2.459 -2.894 -0.078
H -1.239 1.990 -0.867
H 1.052 -0.815 -0.271
```

These are the Löwdin partial charges, in e, on atoms 1 to 4: O -0.33; O -0.44; P 0.42; S 0.17



Pick *one*: it beats the second-best structure by 1.364 eV.



*one*
One molecule with the formula CHIOS2, computed with the ωB97M-V functional and the def2-TZVPD basis.

The LUMO energy is -0.460 eV.

```
6
CHIOS2 | OMol25 | the ωB97M-V functional and the def2-TZVPD basis
C 2.562 0.547 0.140
O 0.051 -0.479 0.389
S 2.569 -0.218 1.788
S 1.606 -1.056 0.233
I 4.322 0.474 -1.155
H -0.220 -0.347 -0.482
```

These are the Löwdin partial charges, in e, on atoms 1 to 4: C -1.27; O -0.37; S 0.48; S 0.61



*two*
One molecule with the formula CHIOS2, computed with the ωB97M-V functional and the def2-TZVPD basis.

The LUMO energy is -0.798 eV. As for the SMILES: IOC1SS1.

```
6
CHIOS2 | OMol25 | the ωB97M-V functional and the def2-TZVPD basis
C 0.346 0.069 0.273
O -1.064 -0.239 0.380
S 1.065 -0.188 -1.291
S 1.201 -1.417 0.338
I -2.330 0.870 -0.616
H 0.782 0.904 0.918
```

These are the Löwdin partial charges, in e, on atoms 1 to 4: C -1.24; O -0.90; S 0.52; S 0.59



Pick *two*: it beats the second-best structure by 1.490 eV.



*one*
A 2-piece molecular cluster, H3NOP overall, computed with the ωB97M-V functional and the def2-TZVPD basis.

The LUMO energy (spin up / spin down) is 4.608 / 5.105 eV. Its net charge is -1.

```
6
H3NOP | OMol25 | the ωB97M-V functional and the def2-TZVPD basis
N -1.022 -0.579 0.834
O -2.263 -0.615 0.960
P -0.344 0.140 -0.559
H -0.143 1.401 1.480
H -0.527 -0.975 -1.422
H 0.921 -0.331 -0.227
```

These are the Löwdin partial charges, in e, on atoms 1 to 4: N -0.58; O -0.32; P 0.42; H -0.17



*two*
An isolated ion of composition H3NOP and charge -1, computed with the ωB97M-V functional and the def2-TZVPD basis.

The LUMO energy is 5.244 eV. Its net charge is -1.

```
6
H3NOP | OMol25 | the ωB97M-V functional and the def2-TZVPD basis
N 0.590 0.831 -0.098
O 1.562 -0.308 0.254
P -0.324 -0.613 -0.257
H -0.694 -1.102 1.087
H 0.662 1.111 -1.057
H -1.796 0.081 0.071
```

These are the Löwdin partial charges, in e, on atoms 1 to 4: N -0.44; O -0.62; P 0.45; H -0.17



Pick *two*: it beats the second-best structure by 1.830 eV.



*one*
A 2-piece molecular cluster, C4H12S overall, computed with the ωB97M-V functional and the def2-TZVPD basis.

The LUMO energy (spin up / spin down) is -3.287 / -8.440 eV. Its spin multiplicity is 2. The expectation value of S² is 0.75. Its net charge is +1.

```
17
C4H12S | OMol25 | the ωB97M-V functional and the def2-TZVPD basis
C -0.341 1.297 3.279
C -0.832 1.323 1.816
H 0.124 2.242 3.545
H -1.170 1.114 3.953
H 0.357 0.479 3.435
H -0.856 2.325 1.386
H -1.842 0.928 1.750
H -0.183 0.698 1.197
C -0.579 -1.508 -2.169
C 1.238 0.396 -1.471
S 0.327 -0.925 -0.774
H -1.491 -0.914 -2.291
H 0.057 -1.494 -3.048
H -0.923 -2.515 -1.955
H 0.541 1.121 -1.890
H 1.906 0.057 -2.263
H 1.861 0.861 -0.718
```

These are the Löwdin partial charges, in e, on atoms 1 to 4: C -0.14; C -0.16; H 0.07; H 0.07



*two*
A 2-piece molecular cluster, C4H12S overall, computed with the ωB97M-V functional and the def2-TZVPD basis.

The LUMO energy (spin up / spin down) is -5.005 / -9.790 eV. Its spin multiplicity is 2. The expectation value of S² is 0.75. Its net charge is +1.

```
17
C4H12S | OMol25 | the ωB97M-V functional and the def2-TZVPD basis
C 1.566 -3.714 4.045
S 1.488 -5.516 3.699
H 1.634 -3.508 5.144
H 2.334 -3.096 3.599
H 0.606 -3.211 3.871
H 0.973 -5.644 4.933
C -1.910 2.905 -2.080
C -0.958 1.847 -2.724
C 0.447 1.913 -2.243
H -1.933 2.803 -1.017
H -2.980 2.796 -2.200
H -1.606 3.955 -2.246
H -0.974 1.922 -3.865
H -1.167 0.761 -2.574
H 1.116 1.137 -2.904
H 0.883 2.940 -2.310
H 0.481 1.711 -1.128
```

These are the Löwdin partial charges, in e, on atoms 1 to 4: C -0.33; S 1.14; H 0.08; H 0.06



Pick *one*: it beats the second-best structure by 1.823 eV.



*one*
An isolated ion of composition C11H16N3 and charge +1, computed with the ωB97M-V functional and the def2-TZVPD basis.

The LUMO energy (spin up / spin down) is -5.282 / -5.656 eV. Its net charge is +1.

```
30
C11H16N3 | OMol25 | the ωB97M-V functional and the def2-TZVPD basis
C -3.816 -0.805 -0.514
C -3.150 -0.672 0.716
C -3.102 -0.739 -1.711
C -1.900 -0.131 0.817
C -1.841 -0.214 -1.682
C -1.160 0.055 -0.382
C 1.719 -1.406 -0.696
C 2.300 0.834 -0.270
C 0.993 0.916 0.638
C 1.025 0.157 1.965
C 0.866 2.500 0.800
N 2.637 -0.516 -0.509
N 0.078 0.581 -0.390
N 1.932 -2.635 -1.095
H -4.843 -0.955 -0.499
H -3.605 -0.672 1.637
H -3.561 -0.826 -2.600
H -1.630 0.122 1.796
H -1.223 0.023 -2.529
H 2.024 1.469 -1.171
H 3.016 1.396 0.305
H 2.054 0.290 2.331
H 0.977 -0.808 1.711
H 0.152 0.537 2.580
H 0.488 2.781 -0.227
H 1.774 2.936 1.214
H 0.070 2.891 1.512
H 3.654 -0.853 -0.717
H 2.785 -2.984 -1.510
H 1.286 -3.274 -1.521
```

These are the Löwdin partial charges, in e, on atoms 1 to 4: C 0.01; C -0.04; C -0.04; C 0.02



*two*
A 2-piece molecular cluster, C11H16N3 overall, computed with the ωB97M-V functional and the def2-TZVPD basis.

The LUMO energy is -4.413 eV. Its net charge is +1.

```
30
C11H16N3 | OMol25 | the ωB97M-V functional and the def2-TZVPD basis
C 0.647 -0.206 -0.042
C -0.406 -0.855 -0.074
C 3.636 1.761 -0.393
C 2.321 1.375 -0.329
C 4.597 0.760 -0.008
C 2.002 0.066 -0.040
C 2.981 -0.876 0.331
C 2.756 -2.311 0.649
C -2.195 1.849 -0.055
C -3.999 0.248 0.624
C -1.725 -1.325 -0.198
N 4.221 -0.477 0.337
N -2.321 -1.252 -1.397
N -2.579 0.608 0.674
H 3.892 2.666 -0.800
H 1.564 2.044 -0.642
H 5.562 0.939 -0.076
H 1.654 -2.618 0.752
H 2.994 -2.882 -0.312
H 3.337 -2.524 1.497
H -3.153 2.224 -0.332
H -1.455 2.630 0.405
H -1.664 1.351 -0.884
H -4.114 -0.538 1.335
H -4.561 1.043 0.987
H -4.389 -0.070 -0.360
H -2.252 -1.853 0.599
H -3.179 -1.739 -1.720
H -1.811 -0.666 -2.128
H -2.358 0.628 1.600
```

These are the Löwdin partial charges, in e, on atoms 1 to 4: C 0.07; C 0.03; C 0.01; C -0.02



Pick *two*: it beats the second-best structure by 0.862 eV.